[1]
This record from the OMol25 dataset describes C34H31AsLuNO11SSi as an isolated structure. The level of theory is ωB97M-V with the def2-TZVPD basis set.

Structure (XYZ):
```
81
Properties=species:S:1:pos:R:3:forces:R:3:mulliken_charge:R:1
Lu -6.744309 11.412524 12.750698 -0.49 2.31 -0.64 1.566
O -6.888684 14.069187 16.564520 -0.48 0.63 0.20 -0.580
C -6.357556 13.106987 15.806259 -2.66 -0.80 -1.85 0.346
O -6.999646 12.652141 14.843291 1.88 0.61 2.58 -0.144
C -4.979401 12.675366 16.264897 0.57 -0.27 -1.85 -0.856
O -4.198146 12.797724 15.034173 -0.01 -0.61 1.11 -0.395
C -3.327052 11.673459 14.726672 -0.89 0.62 0.17 -0.403
C -4.007903 10.363263 14.244978 -0.18 -1.03 0.03 0.344
O -3.432171 9.313750 14.547628 -0.26 0.93 -0.15 -0.734
O -5.099887 10.418242 13.544728 1.33 0.09 1.09 -0.837
H -7.752150 14.440343 16.216485 1.25 -0.84 -0.04 0.326
H -4.981549 11.640866 16.627208 -0.26 0.02 -0.18 0.444
H -4.631188 13.306516 17.088736 0.17 0.17 -0.36 0.350
H -2.734219 11.455865 15.616680 0.13 -0.22 -0.15 0.310
H -2.687414 12.031001 13.913509 -0.09 -0.06 0.13 0.324
O -5.766270 13.556395 8.599371 -0.12 -1.12 -1.79 -0.551
As -5.051609 12.351858 9.806715 1.66 1.14 3.62 0.985
O -3.412626 12.684072 10.047044 0.19 -0.48 -1.52 -0.844
O -6.237285 13.416322 12.491019 -0.12 4.01 -1.53 0.432
C -5.242067 10.498594 9.026610 1.19 0.61 -0.99 -0.419
C -4.072631 9.842667 8.640251 0.06 -1.02 -0.31 -0.712
C -4.105713 8.531003 8.162996 -0.61 0.68 0.46 -0.447
C -5.331135 7.893830 7.972362 -0.39 0.00 -0.52 -0.457
C -6.488270 8.497070 8.457156 -0.43 0.21 0.42 -0.771
C -6.409960 9.776894 9.059165 -0.03 -1.21 -0.28 0.362
S -7.645039 10.304096 10.202969 -1.55 1.53 -1.11 1.508
O -8.959348 10.094308 9.617371 0.91 -0.40 0.51 -0.750
O -7.321393 9.578670 11.442736 -0.01 -0.89 0.34 -0.748
O -7.327878 11.733347 10.526719 -1.90 -1.54 -0.32 -0.541
H -6.097543 13.033377 7.832103 0.22 0.74 0.59 0.229
H -3.105790 10.310561 8.768672 -0.04 0.44 0.02 0.400
H -3.197294 7.990060 8.010587 0.54 -0.17 -0.44 0.389
H -5.379233 6.974705 7.365357 -0.05 0.26 0.72 0.316
H -7.460505 7.981379 8.434356 0.51 0.27 -0.05 0.361
C -12.379478 13.093008 11.769438 -0.69 -0.62 0.87 -0.612
C -11.094816 13.597515 11.553763 -1.32 0.64 -0.81 -0.327
C -9.987184 13.058845 12.129203 1.02 -1.15 0.45 -0.432
C -10.073178 11.951688 13.012700 -1.77 -0.38 0.09 0.112
C -11.412692 11.530239 13.367621 -0.04 0.40 -0.30 -0.575
C -12.547204 12.067823 12.749321 0.74 0.45 -0.52 -0.497
N -9.009099 11.217800 13.403093 1.78 0.45 -0.22 0.399
C -9.039040 10.492135 14.585440 -1.46 -0.08 -0.96 -0.405
C -9.439441 11.105749 15.764747 -0.05 -0.63 1.04 0.256
C -9.557436 10.376145 16.952176 -0.28 0.03 -0.42 -0.860
C -9.471371 8.981876 16.899829 -0.07 -0.48 -0.21 -0.453
C -9.162391 8.336378 15.680253 0.34 1.38 0.24 -0.695
C -8.879953 9.103433 14.541083 0.39 -0.63 1.20 -0.228
H -13.243697 13.434601 11.181555 0.45 0.07 0.43 0.312
H -10.977182 14.455613 10.876999 0.02 -0.49 0.10 0.344
H -9.010475 13.328424 11.752502 0.19 0.26 0.19 0.336
H -11.532556 10.689913 14.055320 0.06 0.27 -0.16 0.273
H -13.545597 11.661976 13.007833 0.67 0.30 -0.31 0.313
H -9.775074 12.122799 15.694491 0.30 0.50 0.19 0.608
H -9.788922 10.897773 17.891684 -0.03 -0.33 -0.42 0.349
H -9.717012 8.388968 17.787824 0.27 0.19 -0.28 0.322
H -9.104189 7.266030 15.599736 0.00 -0.30 0.18 0.416
H -8.504970 8.621223 13.649811 -0.30 0.07 -0.29 0.481
C -7.913708 17.332896 15.526014 1.16 -0.92 -0.84 -0.587
C -6.530467 17.084741 15.347738 -0.67 0.59 0.86 -0.332
C -6.053744 16.266449 14.329000 1.27 1.18 1.09 -0.371
C -6.881023 15.946719 13.286630 -1.01 -1.15 0.74 0.560
C -8.226700 15.824386 13.640658 -1.29 0.48 -0.20 -0.134
C -8.741747 16.513992 14.745452 -0.43 -0.12 -0.16 -0.562
Si -6.295568 15.127770 11.795352 0.34 -6.14 -0.01 0.181
C -4.748734 15.878639 11.050314 -0.34 -0.21 0.26 0.545
C -3.447097 15.471910 11.299871 0.18 1.15 -0.92 -0.028
C -2.386729 16.103590 10.620965 0.30 -0.65 0.19 -0.520
C -2.620742 17.027567 9.622572 -1.37 0.59 0.41 -0.549
C -3.945650 17.488127 9.447459 0.56 -0.70 -0.18 -0.580
C -4.990427 16.904570 10.131222 -0.11 0.16 0.58 -0.650
H -8.268931 18.098541 16.202724 -0.10 -0.28 0.22 0.429
H -5.802558 17.550370 16.016807 -0.25 -0.19 -0.03 0.332
H -5.006435 15.921714 14.429110 -0.46 0.56 -0.75 0.304
H -8.952896 15.194743 13.057314 0.95 0.86 0.34 -0.145
H -9.811789 16.382490 14.916764 0.20 0.39 0.15 0.416
H -7.306591 15.160780 10.676188 0.13 0.25 0.51 -0.298
H -3.278419 14.655197 11.951773 0.30 -0.63 0.55 0.504
H -1.355438 15.826284 10.844154 -0.27 -0.20 -0.12 0.294
H -1.840668 17.440252 8.996776 0.18 -0.01 0.17 0.361
H -4.167437 18.227394 8.713118 -0.01 0.55 -0.50 0.361
H -6.027696 17.250807 10.023567 0.47 -0.08 -0.32 0.232
```
Forces are in eV/Å.

The net charge is -2. Its molar mass is 939.7 u. The LUMO energy is 4.209 eV. The gap between HOMO and LUMO is 0.1687 Eh. The calculated total energy comes out at -6355.813969 Ha.

[2]
This record from the OMol25 dataset describes C34H31BMnN4O4PS2 as an isolated structure. The level of theory is ωB97M-V with the def2-TZVPD basis set.

Structure (XYZ):
```
78
Properties=species:S:1:pos:R:3:forces:R:3:mulliken_charge:R:1
Mn -0.373583 -0.111093 0.291863 0.52 0.24 -0.24 1.720
C -0.441604 -1.189763 -3.879651 0.17 0.00 0.00 -0.824
N 0.945627 -1.029276 -3.441043 -0.20 0.02 -0.11 0.459
C 2.029253 -1.688793 -3.949259 -0.19 -0.14 0.01 -0.388
C 3.118514 -1.211759 -3.296022 0.14 0.19 0.13 -0.911
N 2.706304 -0.244587 -2.416775 0.03 0.03 0.05 0.419
B 3.805740 0.627577 -1.677308 0.11 0.02 0.03 0.763
N 3.264448 1.556321 -0.532820 0.17 -0.07 -0.15 0.076
C 3.689012 2.859701 -0.425004 -0.07 -0.07 -0.10 -0.699
C 3.305787 3.330777 0.784962 -0.08 -0.04 0.11 -0.516
N 2.637336 2.305449 1.412158 0.02 0.06 0.23 0.373
C 2.177917 2.335800 2.798368 0.07 0.05 -0.11 -0.639
C 2.624704 1.233724 0.594802 -0.07 0.31 -0.10 -0.637
S 1.912200 -0.291776 0.970717 -0.17 -0.24 0.06 -0.110
C 1.374993 -0.143441 -2.506520 0.15 -0.11 -0.12 -0.183
S 0.327722 0.952715 -1.697127 0.01 -0.08 -0.04 -0.501
H -0.505169 -2.088428 -4.486867 0.03 -0.02 0.01 0.333
H -0.754559 -0.331028 -4.468255 0.04 0.04 -0.02 0.330
H -1.101891 -1.274320 -3.022455 -0.01 -0.02 0.13 0.238
H 1.940263 -2.444193 -4.713185 -0.02 0.08 0.08 0.521
H 4.161512 -1.466224 -3.401383 -0.12 0.04 0.03 0.527
H 4.612611 -0.142311 -1.209204 -0.14 0.03 -0.07 -0.146
H 4.286624 1.364680 -2.504693 -0.04 -0.10 0.08 -0.170
H 4.229163 3.344354 -1.220781 -0.04 -0.08 0.06 0.488
H 3.448364 4.293298 1.247768 -0.03 -0.09 -0.01 0.483
H 1.988616 3.368143 3.079846 -0.01 0.00 -0.03 0.328
H 2.937245 1.913938 3.454415 0.04 0.00 -0.02 0.300
H 1.264189 1.765654 2.898084 -0.02 -0.03 -0.03 0.077
O -4.236878 -0.270725 -0.111737 -0.03 0.11 0.07 -0.618
C -3.200907 -0.865502 -0.237193 0.27 0.03 -0.01 0.211
O -2.044432 -0.267211 -0.463055 -0.22 0.03 -0.31 -0.543
C -3.170955 -2.371772 -0.274577 0.09 -0.01 0.12 0.243
C -4.400421 -2.976232 -0.517023 -0.06 -0.07 0.00 -0.806
C -4.511791 -4.348933 -0.635308 0.00 -0.04 -0.01 -0.650
C -3.376597 -5.138241 -0.517343 -0.03 -0.02 0.00 -1.059
C -2.150769 -4.549167 -0.265563 0.01 0.04 0.05 -0.333
C -2.023102 -3.161856 -0.123531 -0.03 0.05 -0.03 0.329
P -0.373510 -2.502822 0.328250 -0.04 -0.65 0.04 1.856
C 0.798052 -3.397474 -0.739959 0.07 0.13 0.00 0.885
C 2.130250 -3.501776 -0.325868 -0.05 -0.06 -0.05 -0.784
C 3.033754 -4.247865 -1.067335 -0.02 0.02 0.03 -0.864
C 2.615043 -4.908123 -2.215126 0.01 -0.02 -0.04 -0.640
C 1.297835 -4.796735 -2.638327 0.01 0.04 -0.07 -0.975
C 0.395215 -4.028964 -1.915643 -0.04 0.03 -0.05 -0.217
C 0.038985 -3.150810 1.996191 0.05 0.13 0.02 1.096
C 0.323110 -2.311999 3.072099 -0.02 -0.08 0.05 0.353
C 0.644539 -2.842286 4.316249 -0.02 -0.01 -0.03 -1.008
C 0.685945 -4.213287 4.502199 -0.01 0.00 0.01 -0.631
C 0.431094 -5.058152 3.428859 0.00 -0.03 -0.01 -0.886
C 0.118204 -4.533681 2.187220 0.08 -0.03 -0.03 -0.589
H -5.264219 -2.333050 -0.616518 0.02 -0.01 0.01 0.557
H -5.476350 -4.802225 -0.830673 0.06 0.03 0.02 0.422
H -3.439700 -6.214922 -0.619509 0.00 0.06 -0.01 0.455
H -1.282594 -5.187370 -0.209436 0.02 -0.01 0.06 0.480
H 2.453275 -3.028032 0.591028 0.02 -0.01 0.00 0.421
H 4.060496 -4.332720 -0.732927 -0.05 0.01 -0.01 0.495
H 3.314802 -5.516125 -2.777887 -0.05 0.05 0.04 0.422
H 0.967596 -5.315508 -3.531542 0.01 0.03 0.06 0.485
H -0.634098 -3.958714 -2.246664 0.07 0.01 -0.02 0.596
H 0.296327 -1.243845 2.957685 -0.02 -0.01 0.02 -0.208
H 0.861318 -2.172131 5.139600 -0.01 -0.03 -0.04 0.481
H 0.924162 -4.625526 5.475337 0.01 0.01 -0.06 0.420
H 0.486423 -6.132630 3.552618 -0.01 0.05 0.01 0.450
H -0.025518 -5.219611 1.366313 -0.05 0.00 -0.04 0.131
O -1.255904 -0.076375 2.079381 0.02 0.47 0.49 -0.669
C -1.100399 1.194097 2.116800 -0.09 -0.13 -0.32 0.575
O -0.520604 1.717459 1.099995 -0.27 -0.13 0.28 -0.915
C -1.528918 1.991771 3.270422 -0.01 -0.01 -0.05 0.578
C -2.095285 1.354490 4.370609 0.01 -0.02 0.05 -0.326
C -2.483159 2.106564 5.467042 -0.01 -0.01 0.01 -0.813
C -2.307532 3.485148 5.457842 0.00 0.01 0.00 -0.390
C -1.748699 4.120647 4.354175 0.00 0.00 -0.02 -0.810
C -1.359263 3.374130 3.254906 0.00 0.05 -0.03 -0.223
H -2.228273 0.280071 4.351388 0.00 0.03 0.01 0.527
H -2.927436 1.622038 6.327055 0.02 0.02 -0.03 0.418
H -2.616167 4.071851 6.314607 0.01 -0.03 -0.03 0.403
H -1.628634 5.196756 4.350531 0.00 -0.05 0.00 0.421
H -0.937895 3.846161 2.375347 -0.01 -0.01 0.05 0.535
```
Forces are in eV/Å.

The net charge is +1. Its molar mass is 720.5 u. The LUMO energy (spin up / spin down) is -5.198 / -3.356 eV. As for the spin multiplicity: 4. The gap between HOMO and LUMO (spin up / spin down) is 0.2269 / 0.2976 Eh. The calculated total energy comes out at -4147.760147 Ha.

[3]
This record from the OMol25 dataset describes C34H31BrN4O10STl as an isolated structure. The level of theory is ωB97M-V with the def2-TZVPD basis set.

Structure (XYZ):
```
82
Properties=species:S:1:pos:R:3:forces:R:3:mulliken_charge:R:1
Tl -0.168007 -1.731612 0.370023 -0.19 0.09 -0.32 2.562
S -2.566725 1.624591 2.949686 -0.05 0.03 0.02 -0.529
C -1.825460 2.669661 1.787077 -0.02 0.01 0.02 1.048
C -1.971366 4.043692 1.618022 0.00 0.01 -0.02 -0.744
C -1.289038 4.644101 0.577987 0.01 -0.01 0.00 -0.615
C -0.476656 3.890295 -0.278905 0.03 0.01 0.03 -0.389
C -0.325386 2.531530 -0.103244 0.06 -0.03 -0.03 0.243
C -1.004959 1.914048 0.944331 -0.01 -0.06 -0.04 -1.885
N -0.970065 0.563271 1.239970 -0.01 0.07 0.24 0.699
C -1.736321 0.270488 2.238343 0.06 -0.11 -0.04 0.618
C -1.919780 -1.105429 2.751290 0.03 0.10 -0.02 0.711
C -2.730164 -1.346131 3.857278 -0.02 -0.03 0.03 -1.073
C -2.909920 -2.637713 4.327690 0.01 0.01 -0.03 -0.900
C -2.283268 -3.700020 3.693455 0.00 0.01 0.02 -0.604
C -1.471880 -3.467796 2.588529 0.06 -0.02 0.03 -1.078
C -1.287421 -2.177347 2.119957 -0.07 -0.06 0.13 0.205
H -2.608393 4.622752 2.273560 0.00 -0.01 0.00 0.406
H -1.389522 5.710338 0.419589 0.00 0.00 0.00 0.404
H 0.043885 4.381340 -1.091104 0.01 0.01 0.00 0.485
H 0.304822 1.942944 -0.757206 -0.07 0.04 0.09 0.271
H -3.236022 -0.526817 4.354469 0.01 0.02 -0.01 0.404
H -3.548908 -2.813211 5.183485 0.00 0.00 0.00 0.384
H -2.432047 -4.712141 4.047960 0.00 0.00 -0.01 0.444
H -1.003745 -4.303520 2.080791 -0.01 0.03 0.02 0.442
C 5.465351 4.073656 0.590639 0.01 -0.01 -0.01 -1.710
C 4.015248 4.035805 1.092284 -0.01 -0.01 0.01 1.911
C 3.208471 5.137355 0.392819 0.00 0.01 -0.02 -1.538
C 4.019602 4.333701 2.591363 0.00 0.00 0.02 -2.269
C 3.401410 2.670831 0.781673 0.00 0.02 -0.03 -0.431
C 2.939410 1.814226 1.761935 0.01 -0.03 0.01 0.153
C 2.403621 0.583381 1.412559 0.01 0.01 -0.03 -0.298
Br 1.888026 -0.568027 2.839739 0.01 -0.01 -0.08 -0.153
C 2.258909 0.149727 0.089542 -0.04 -0.08 0.09 1.465
O 1.725790 -1.024988 -0.231574 0.11 0.21 -0.06 -1.147
C 2.762014 1.015717 -0.922231 -0.04 0.00 0.05 -1.058
C 3.308457 2.231779 -0.541956 0.01 0.02 0.02 -0.129
C 2.679541 0.618620 -2.399730 0.03 0.00 0.00 2.828
C 3.375283 1.647504 -3.295468 0.00 0.00 -0.06 -2.333
C 1.212143 0.543017 -2.845157 0.03 0.02 -0.09 -1.667
C 3.372473 -0.732884 -2.635722 0.00 0.01 -0.02 -1.798
H 5.916595 5.047110 0.801890 -0.01 0.00 0.00 0.476
H 5.520278 3.904053 -0.485579 0.00 0.00 0.00 0.296
H 6.062175 3.302409 1.081708 0.00 0.00 0.00 0.359
H 3.654727 6.116543 0.588742 -0.01 -0.01 0.00 0.485
H 2.179667 5.145780 0.756779 -0.03 -0.01 -0.01 0.296
H 3.182656 4.989305 -0.688388 0.00 0.00 0.01 0.272
H 4.455180 5.320011 2.766294 0.00 0.00 0.00 0.426
H 4.612147 3.603069 3.145888 0.00 0.01 -0.01 0.420
H 3.007341 4.337082 3.001035 0.01 0.00 -0.01 0.417
H 2.993731 2.070920 2.810050 0.00 -0.01 0.00 0.551
H 3.679732 2.888994 -1.316756 0.00 -0.02 0.04 0.334
H 2.898046 2.629333 -3.243499 0.00 -0.01 0.00 0.355
H 3.312297 1.307390 -4.330835 0.00 0.00 0.00 0.471
H 4.432667 1.761340 -3.043538 -0.01 -0.01 -0.01 0.380
H 0.736739 1.525978 -2.775675 0.02 -0.05 -0.04 0.230
H 0.642960 -0.171207 -2.259026 -0.04 -0.04 0.04 0.141
H 1.158216 0.221852 -3.888771 0.01 0.00 0.01 0.579
H 4.415917 -0.687790 -2.311623 -0.01 0.01 0.00 0.371
H 3.358827 -0.965268 -3.703746 0.00 -0.01 0.00 0.487
H 2.872651 -1.535372 -2.101378 0.00 0.00 0.01 0.250
O -4.337803 -0.559287 -0.304979 0.03 0.01 0.04 -0.721
C -3.453161 -1.357620 -0.603244 -0.07 0.13 -0.15 -0.269
O -2.204392 -1.153669 -0.671668 0.20 0.01 0.01 -0.435
C -3.898030 -2.756788 -1.003509 -0.04 -0.07 0.08 0.614
C -3.343625 -3.877472 -0.401689 0.05 0.01 -0.04 0.304
C -3.791374 -5.132752 -0.768385 0.08 -0.08 0.01 -0.159
C -4.744761 -5.335918 -1.744058 0.01 0.04 0.01 -0.636
C -5.274411 -4.197711 -2.320864 -0.01 -0.04 -0.12 -0.120
C -4.892032 -2.918920 -1.959372 0.01 -0.01 0.01 -0.608
N -6.313803 -4.365445 -3.356640 -0.19 0.03 0.24 1.031
O -6.685338 -5.495379 -3.607419 0.07 -0.05 -0.08 -0.634
O -6.769003 -3.364259 -3.869613 0.07 0.02 -0.08 -0.626
N -3.241296 -6.314827 -0.074545 -0.25 -0.01 0.02 1.071
O -3.519376 -7.410309 -0.521942 0.07 -0.01 -0.04 -0.655
O -2.587742 -6.124408 0.928070 0.11 0.01 0.03 -0.582
H -2.570625 -3.786304 0.348409 -0.06 0.00 -0.07 0.198
H -5.064616 -6.323766 -2.031268 0.00 0.00 0.00 0.608
H -5.362166 -2.058761 -2.412401 0.01 0.01 0.01 0.559
O -0.137930 -4.624822 -2.475015 -0.02 -0.04 -0.06 -0.703
N -0.068770 -3.794778 -1.597206 0.08 -0.03 0.04 1.068
O -0.013959 -2.557129 -1.857243 0.03 0.06 0.05 -0.593
O -0.047739 -4.117943 -0.372737 -0.04 -0.09 0.14 -0.644
```
Forces are in eV/Å.

The net charge is -1. Its molar mass is 972.0 u. The LUMO energy is 1.616 eV. The gap between HOMO and LUMO is 0.2754 Eh. The calculated total energy comes out at -5430.202063 Ha.